Here is a structure of composition C63H133Be2F5N9O15S4 from the Open Molecules 2025 dataset. Energies are from ωB97M-V/def2-TZVPD.

Geometry as XYZ:
```
231
Properties=species:S:1:pos:R:3
Be -2.095 4.610 2.635
Be 3.042 -2.365 4.995
F 1.851 -5.594 3.326
N 2.929 1.587 6.437
S 4.097 2.800 6.559
O 4.705 2.906 7.873
O 3.876 4.007 5.774
F 5.194 1.927 5.717
S 1.803 2.393 6.984
O 1.070 3.061 5.943
O 1.904 2.862 8.337
F 0.943 1.072 7.165
N -1.300 0.533 1.122
S 0.111 -0.103 0.364
O 0.068 -0.595 -1.033
O 1.070 -0.634 1.345
F 0.736 1.361 0.111
S -1.808 -0.850 1.494
O -1.056 -1.450 2.604
O -2.421 -1.698 0.420
F -3.113 -0.187 2.235
C 5.205 -7.610 -3.933
C 3.871 -7.937 -3.211
C 3.034 -8.786 -4.235
C 3.341 -10.274 -4.197
C 3.562 -10.847 -2.753
C 4.500 -10.018 -1.743
N 4.168 -8.613 -1.917
O 4.507 -7.756 -0.875
C 4.269 -10.630 -0.368
C 5.992 -10.195 -2.063
C 2.953 -6.731 -2.955
H 5.577 -8.333 -4.660
H 6.069 -7.632 -3.268
H 5.172 -6.638 -4.426
H 1.945 -8.772 -4.196
H 3.300 -8.446 -5.236
H 4.255 -10.460 -4.761
H 2.633 -10.870 -4.773
H 3.870 -11.878 -2.929
H 2.601 -10.958 -2.252
H 4.951 -10.144 0.330
H 3.247 -10.400 -0.067
H 4.433 -11.688 -0.165
H 6.546 -9.300 -1.778
H 6.373 -11.093 -1.576
H 6.111 -10.189 -3.146
H 2.492 -6.340 -3.861
H 3.522 -5.928 -2.487
H 2.163 -7.002 -2.254
H 3.713 -7.595 -0.359
C 2.212 10.514 3.987
C 0.817 10.294 3.303
C 0.323 11.697 2.810
C 1.079 12.219 1.573
C 0.930 11.242 0.400
C 1.568 9.803 0.913
N 0.992 9.298 2.177
O 1.490 8.087 2.544
C 1.226 8.818 -0.251
C 3.104 9.793 0.954
C -0.239 9.772 4.250
H 2.770 11.296 3.472
H 2.748 9.570 4.086
H 2.068 10.709 5.050
H -0.720 11.795 2.510
H 0.572 12.372 3.628
H 2.132 12.473 1.696
H 0.560 13.118 1.239
H 1.439 11.773 -0.404
H -0.079 11.096 0.013
H 1.239 9.350 -1.202
H 1.942 8.008 -0.386
H 0.244 8.382 -0.071
H 3.694 8.972 1.361
H 3.631 9.878 0.003
H 3.422 10.728 1.416
H -0.486 10.400 5.106
H 0.037 8.812 4.686
H -1.107 9.741 3.592
H 2.446 8.164 2.592
C 10.260 -4.155 2.346
C 9.906 -2.716 2.864
C 11.151 -1.814 2.792
C 11.614 -1.524 1.293
C 10.441 -0.811 0.657
C 9.021 -1.497 0.762
N 8.812 -2.154 2.019
O 7.582 -2.791 2.183
C 7.908 -0.493 0.527
C 8.984 -2.526 -0.394
C 9.460 -2.746 4.323
H 11.091 -4.703 2.789
H 10.279 -4.351 1.274
H 9.442 -4.795 2.679
H 11.161 -0.882 3.356
H 11.946 -2.393 3.263
H 11.843 -2.455 0.774
H 12.513 -0.932 1.124
H 10.695 -0.478 -0.350
H 10.311 0.177 1.099
H 6.965 -1.004 0.330
H 7.647 0.056 1.431
H 8.173 0.169 -0.297
H 9.819 -3.220 -0.495
H 8.094 -3.150 -0.317
H 8.954 -2.002 -1.350
H 10.094 -3.446 4.868
H 8.461 -3.179 4.371
H 9.456 -1.741 4.745
H 7.623 -3.551 1.597
C -6.766 5.101 -3.283
C -5.282 5.554 -3.190
C -4.755 6.222 -4.478
C -5.008 7.763 -4.603
C -4.754 8.503 -3.274
C -5.494 7.860 -2.050
N -5.093 6.471 -2.048
O -5.459 5.805 -0.949
C -4.909 8.463 -0.754
C -6.981 8.194 -2.142
C -4.425 4.193 -2.971
H -7.385 5.999 -3.284
H -7.026 4.338 -2.549
H -6.970 4.614 -4.237
H -3.700 6.011 -4.656
H -5.328 5.786 -5.297
H -6.040 7.926 -4.913
H -4.375 8.207 -5.371
H -5.006 9.561 -3.341
H -3.685 8.396 -3.094
H -5.367 8.244 0.211
H -3.856 8.246 -0.575
H -4.984 9.549 -0.718
H -7.563 7.458 -1.587
H -7.312 9.179 -1.814
H -7.329 8.038 -3.163
H -3.393 4.491 -2.787
H -4.406 3.583 -3.875
H -4.837 3.547 -2.196
H -6.414 5.858 -1.019
C -3.502 -11.324 4.979
C -2.341 -11.162 4.012
C -2.160 -12.511 3.269
C -3.214 -12.723 2.161
C -3.019 -11.559 1.134
C -3.253 -10.172 1.821
N -2.567 -10.064 3.092
O -2.451 -8.759 3.581
C -2.824 -9.123 0.868
C -4.778 -9.945 2.063
C -1.003 -10.971 4.782
H -4.500 -11.338 4.541
H -3.414 -10.416 5.574
H -3.385 -12.146 5.685
H -1.150 -12.512 2.857
H -2.291 -13.341 3.963
H -4.250 -12.765 2.497
H -3.106 -13.600 1.521
H -3.704 -11.849 0.337
H -2.003 -11.563 0.738
H -3.231 -8.134 1.076
H -1.745 -9.015 0.972
H -3.089 -9.427 -0.145
H -5.232 -10.913 2.273
H -5.022 -9.112 2.723
H -5.252 -9.556 1.162
H -0.943 -11.864 5.405
H -0.883 -10.198 5.541
H -0.074 -10.780 4.246
H -1.545 -8.627 3.294
C -12.541 6.185 4.138
C -12.022 5.092 5.090
C -13.345 4.320 5.479
C -13.154 2.910 6.065
C -12.388 2.154 5.022
C -10.972 2.679 4.791
N -11.161 4.109 4.438
O -10.066 4.760 3.785
C -10.112 2.473 6.026
C -10.408 1.858 3.594
C -11.366 5.673 6.314
H -13.299 6.830 4.583
H -12.949 5.775 3.214
H -11.691 6.801 3.848
H -13.927 4.875 6.215
H -14.062 4.216 4.665
H -14.081 2.348 6.176
H -12.637 2.839 7.022
H -12.963 2.203 4.097
H -12.387 1.092 5.268
H -10.119 1.453 6.410
H -9.100 2.748 5.727
H -10.405 3.076 6.885
H -10.973 2.073 2.687
H -9.373 2.044 3.306
H -10.466 0.781 3.749
H -11.992 6.419 6.805
H -10.510 6.294 6.049
H -11.163 4.918 7.074
H -9.466 5.010 4.492
C 6.575 1.886 -9.678
C 5.373 1.257 -8.856
C 4.608 2.412 -8.163
C 3.332 1.953 -7.434
C 2.482 1.240 -8.415
C 3.034 0.145 -9.295
N 4.414 0.514 -9.751
O 4.961 -0.270 -10.724
C 2.968 -1.239 -8.503
C 2.054 -0.065 -10.476
C 5.933 0.328 -7.763
H 7.265 1.124 -10.038
H 7.193 2.562 -9.086
H 6.157 2.461 -10.505
H 5.253 2.827 -7.388
H 4.244 3.212 -8.807
H 2.845 2.806 -6.962
H 3.522 1.390 -6.520
H 1.906 1.976 -8.976
H 1.642 0.803 -7.876
H 3.502 -1.073 -7.568
H 1.948 -1.595 -8.359
H 3.673 -1.899 -9.007
H 2.280 -0.913 -11.122
H 1.045 -0.226 -10.098
H 1.851 0.667 -11.258
H 6.165 -0.654 -8.173
H 5.327 0.199 -6.866
H 6.909 0.665 -7.416
H 4.731 0.161 -11.550
```

As for the charge: +1.

Löwdin atomic charge list, values in e, 2 entries: atom 1 (Be): 0.521, atom 2 (Be): 0.802

Here is a cluster of 6 separate species, C36H68Br11ClFNO3 in total from the Open Molecules 2025 dataset. Energies are from ωB97M-V/def2-TZVPD.

Geometry as XYZ:
```
121
Properties=species:S:1:pos:R:3
C 3.198 -0.829 4.921
C 4.487 -1.774 5.413
C 4.677 -2.911 4.246
C 5.981 -2.697 3.274
C 6.213 -1.160 2.752
C 6.046 -0.991 1.111
C 4.715 -0.051 0.736
C 3.395 -1.027 0.918
C 1.993 -0.168 1.224
C 0.743 -1.139 0.819
C -0.568 -0.350 0.141
C 0.013 -0.044 -1.357
C -0.635 1.223 -2.154
C 0.445 2.009 -3.162
C 1.555 2.906 -2.358
C 1.103 1.014 -4.297
C -0.871 0.866 1.195
Br -0.929 0.430 3.188
C -0.216 2.345 1.048
Cl -1.444 3.729 0.728
C 0.634 2.859 2.394
C 1.483 4.218 1.914
N -2.378 1.095 0.957
C -2.900 -0.354 1.047
O -3.965 -0.560 1.806
C -1.967 -1.272 0.065
C -2.858 -1.166 -1.348
O -4.165 -1.834 -1.267
O -4.467 -2.377 -2.426
C -1.936 -2.842 0.488
F -3.220 -3.341 1.119
C -1.676 -3.921 -0.739
C -0.151 -3.936 -1.333
H 3.517 -0.080 4.076
H 2.342 -1.503 4.460
H 2.749 -0.199 5.800
H 4.178 -2.221 6.456
H 5.411 -1.030 5.484
H 3.673 -3.048 3.619
H 4.851 -3.947 4.809
H 6.935 -3.112 3.826
H 5.817 -3.412 2.335
H 7.315 -0.863 3.034
H 5.509 -0.358 3.236
H 5.880 -2.021 0.561
H 7.046 -0.542 0.689
H 4.748 0.860 1.470
H 4.890 0.270 -0.396
H 3.619 -1.716 1.847
H 3.319 -1.648 -0.097
H 1.982 -0.004 2.390
H 2.093 0.816 0.598
H 0.466 -1.737 1.789
H 1.148 -1.834 -0.062
H -0.172 -1.002 -2.046
H 1.195 0.113 -1.406
H -1.436 0.760 -2.910
H -1.228 1.993 -1.508
H -0.233 2.784 -3.766
H 0.965 3.839 -1.904
H 2.118 2.282 -1.536
H 2.283 3.374 -3.168
H 0.263 0.329 -4.794
H 1.998 0.397 -3.856
H 1.467 1.727 -5.182
H 0.568 2.316 0.180
H -0.079 3.242 3.256
H 1.447 2.097 2.744
H 0.796 5.143 2.121
H 1.867 4.127 0.809
H 2.387 4.285 2.691
H -2.662 1.295 -0.026
H -3.061 -0.061 -1.678
H -2.286 -1.672 -2.266
H -4.734 -3.324 -2.218
H -1.121 -3.129 1.312
H -1.820 -4.990 -0.222
H -2.526 -3.901 -1.573
H -0.001 -5.010 -1.833
H 0.070 -3.161 -2.179
H 0.585 -3.907 -0.424
Br 0.154 -6.655 -3.804
C -0.877 -6.335 -5.428
C -0.602 -4.959 -5.990
Br -1.529 -3.581 -4.969
H -1.929 -6.498 -5.176
H -0.552 -7.109 -6.129
H -0.994 -4.872 -7.007
H 0.460 -4.696 -5.991
Br -7.721 -4.819 4.739
C -6.317 -3.856 3.789
C -6.463 -4.010 2.293
Br -5.847 -5.764 1.700
H -5.361 -4.225 4.172
H -6.441 -2.810 4.083
H -5.826 -3.293 1.767
H -7.493 -3.899 1.944
Br -5.127 1.211 -1.987
C -6.954 0.880 -1.390
C -7.838 0.460 -2.542
Br -8.332 1.990 -3.646
H -7.296 1.790 -0.890
H -6.871 0.075 -0.655
H -8.785 0.058 -2.173
H -7.369 -0.273 -3.204
Br -0.569 5.125 -6.408
C -2.100 5.912 -5.491
C -2.165 5.462 -4.050
Br -2.848 3.640 -3.910
H -2.989 5.648 -6.069
H -1.941 6.993 -5.550
H -2.874 6.075 -3.486
H -1.195 5.478 -3.545
Br 3.227 6.302 5.352
C 4.632 7.265 4.402
C 4.486 7.110 2.906
Br 5.101 5.357 2.314
H 5.587 6.896 4.785
H 4.508 8.311 4.696
H 5.122 7.828 2.381
H 3.455 7.222 2.557
```

Its SMILES is CCCCCCCCCC[C@]1(CCC(C)C)[C@@](Br)([C@@H](Cl)CC)NC(=O)[C@]1(COO)[C@@H](F)CC.BrCCBr.BrCCBr.BrCCBr.BrCCBr.BrCCBr.

Löwdin atomic charge list, values in e, 2 entries: atom 1 (C): -0.153, atom 2 (C): -0.231

Asked for LUMO level across the records above, the calculation gives -0.3057; 0.0112 Ha in order.
Asked for gap between HOMO and LUMO across the records above, the calculation gives 0.963; 9.798 eV in order.